17
Properties=species:S:1:pos:R:3 method="wB97M-V/def2-TZVPD" total_charge=0 homo_lumo_gap_ev=8.71 largest_force_ev_per_a=4.6 lumo_ev=0.64 molar_mass_g_mol=131.20
S -2.820 -0.666 -0.647
N -2.559 0.436 0.506
N 0.148 -1.857 0.856
N 1.760 -0.896 -0.596
C -0.201 0.434 0.275
C -1.447 0.723 1.049
C 0.529 -0.737 0.180
C 0.701 1.530 -0.435
H 0.396 2.102 -1.376
H 1.869 1.200 -0.333
H -1.221 1.521 1.747
H 2.498 -1.121 0.091
H 1.002 2.457 0.233
H -1.878 -0.632 -1.596
H 0.225 -2.689 0.254
H -0.989 -1.782 0.985
H 1.986 -0.022 -1.195

96
Properties=species:S:1:pos:R:3 method="wB97M-V/def2-TZVPD" total_charge=0 homo_lumo_gap_ev=8.89 largest_force_ev_per_a=11.3 lumo_ev=0.50 molar_mass_g_mol=720.62
O 0.767 0.310 -0.800
O 0.609 -3.301 4.113
O -0.367 -0.274 1.097
O 5.513 1.197 -2.664
O -2.636 -3.801 1.116
O -1.002 -3.364 2.598
O 2.012 0.866 -4.870
O -2.234 -1.754 1.696
O -5.234 -0.723 -0.103
O 2.605 -2.564 3.345
O -3.265 -0.071 -0.547
O -1.028 4.797 -0.688
O 3.566 -0.032 -3.030
O -0.656 1.783 5.339
O -1.862 3.322 -2.370
O 1.238 1.793 -6.857
O 1.391 -4.379 2.488
O -0.906 0.046 3.879
O -2.678 3.348 -0.300
O 5.533 -0.957 -3.558
O 0.864 1.430 3.774
O 1.550 -1.332 0.440
O -3.950 -0.041 1.596
O 1.039 2.870 -5.029
C 2.436 -4.961 1.740
C -3.491 2.207 -0.517
C -1.888 3.855 -1.234
C 6.896 -1.077 -3.803
C 1.438 0.589 -7.571
C 0.724 -2.446 5.280
C 1.576 0.640 2.737
C 1.853 -2.002 1.720
C 1.053 3.041 -3.609
C -6.365 -0.625 0.676
C 1.636 -3.310 3.308
C 2.614 0.889 -2.633
C 0.147 5.173 -1.342
C -0.050 1.372 -1.284
C -4.141 -0.272 0.425
C 4.916 0.169 -2.970
C -0.291 1.028 4.254
C -1.717 -0.752 2.454
C -2.009 1.689 5.867
C 1.434 1.785 -5.468
C -1.877 -3.000 1.865
C -1.880 -0.045 -0.389
C -3.630 -3.370 0.146
C 0.588 -0.375 0.347
H -2.395 -0.589 3.291
H -2.285 2.452 6.596
H 2.646 0.844 2.732
H 0.484 6.209 -1.368
H 2.491 0.380 -7.381
H -1.548 0.194 -1.399
H 7.154 -2.052 -3.389
H 2.123 -5.946 1.393
H -7.249 -0.863 0.084
H -0.218 -2.322 5.814
H 0.915 -0.232 -7.081
H -6.435 0.374 1.107
H -4.197 -2.493 0.459
H -1.624 0.127 1.816
H 3.270 -5.247 2.380
H 1.138 0.658 -8.617
H 0.741 4.041 -3.309
H 2.001 2.834 -3.113
H 1.116 0.813 1.764
H -0.690 -0.898 2.789
H -2.812 1.358 -0.591
H 7.452 -0.300 -3.278
H -3.991 2.269 -1.484
H 1.558 0.620 -2.604
H 0.996 -1.425 5.012
H 2.493 -2.868 1.550
H -3.287 -3.356 -0.888
H 2.710 1.781 -3.252
H -1.094 1.274 -1.580
H 0.209 1.530 -2.331
H -1.443 -0.963 0.003
H 0.474 2.195 -3.237
H 1.541 -0.439 2.893
H 0.983 -2.299 2.307
H -2.734 1.586 5.059
H 7.174 -1.009 -4.855
H -1.498 0.747 0.256
H -6.462 -1.392 1.443
H -4.436 -4.103 0.181
H -2.073 0.723 6.366
H 0.891 4.497 -0.920
H 2.809 1.193 -1.604
H 2.541 -1.385 2.298
H -0.182 2.375 -0.879
H -4.197 2.080 0.303
H 0.059 4.803 -2.364
H 1.363 -2.807 6.086
H 2.683 -4.338 0.880

23
Properties=species:S:1:pos:R:3 method="wB97M-V/def2-TZVPD" total_charge=+1 homo_lumo_gap_ev=10.92 largest_force_ev_per_a=5.0 lumo_ev=-3.55 molar_mass_g_mol=123.18
O -2.236 1.777 -2.505
O 0.976 1.734 -1.244
N 0.857 -1.324 1.319
N 2.219 -0.870 -0.507
C -1.250 0.070 1.623
C -2.101 -0.629 0.567
C 0.332 0.024 1.309
C 1.741 -1.720 0.402
H -1.778 1.406 -1.830
H -3.205 -0.704 0.610
H 2.135 0.182 -0.639
H -1.359 -0.479 2.611
H 1.747 2.267 -1.344
H 2.844 -1.193 -1.271
H 1.859 -2.918 0.224
H -1.524 1.117 1.839
H 0.791 -1.960 2.197
H -1.680 -0.446 -0.415
H -2.121 -1.831 0.534
H -3.068 1.848 -2.128
H 0.524 0.712 0.361
H 0.746 0.875 1.993
H 0.308 1.933 -1.842